Record 1
{"formula": "C3H7N3OS", "method": "ωB97M-V/def2-TZVPD", "e_above_lowest_kcal_mol": 81.6, "homo_lumo_gap_ev": 9.5, "energy_ha": -756.10435, "multiplicity": 1, "charge": 0, "largest_force_ev_per_a": 5.85, "e_lumo_ev": 0.572, "symbols": ["C", "C", "C", "N", "N", "N", "O", "S", "H", "H", "H", "H", "H", "H", "H"], "coordinates": [[-0.701232, -0.271451, -0.060225], [-0.912264, -1.704012, 0.390355], [1.604885, -0.011127, 0.601020], [-1.763754, 0.319422, -0.870466], [0.268860, 1.800245, -0.282666], [0.331622, 0.544768, 0.216356], [-0.558783, 1.501107, -2.723120], [-1.172084, 1.835965, -1.426580], [-1.600232, -2.039977, -0.310797], [-1.360326, -1.643359, 1.493733], [0.069130, -2.211755, 0.413572], [2.069717, -0.466447, -0.257572], [2.299551, 0.674824, 1.113198], [1.260378, -0.870967, 1.309375], [0.164532, 2.542765, 0.393817]], "forces_ev_per_angstrom": [[-4.149, 2.949, -2.892], [1.433, 2.270, 2.985], [-0.634, -1.986, 1.761], [4.093, -0.777, 3.132], [-1.145, 1.325, -2.168], [-0.485, -1.492, 1.144], [-0.626, 0.804, 0.456], [1.579, -2.373, -0.188], [-1.180, -1.276, -0.892], [0.898, -0.358, -2.399], [-0.851, -0.223, -0.103], [0.513, -0.040, -0.329], [-0.685, -0.164, -0.246], [1.374, 1.539, -0.930], [-0.136, -0.199, 0.668]], "lowdin_charge": [-0.358, -0.017, -0.024, -0.179, -0.148, -0.255, -0.517, 0.857, 0.047, 0.144, 0.073, 0.088, 0.097, 0.109, 0.083]}

***

Record 2
{"formula": "C3H7N3OS", "method": "ωB97M-V/def2-TZVPD", "e_above_lowest_kcal_mol": 89.3, "smiles": "[H]/N=C(\\NN)SC(C)=O", "homo_lumo_gap_ev": 10.2, "energy_ha": -756.09208, "multiplicity": 1, "charge": 0, "largest_force_ev_per_a": 7.38, "e_lumo_ev": 0.463, "symbols": ["H", "N", "C", "N", "N", "S", "C", "C", "O", "H", "H", "H", "H", "H", "H"], "coordinates": [[1.616901, 0.981480, 1.128575], [0.625783, 0.836078, 1.266910], [0.642520, -0.324178, 0.799082], [1.610358, -1.011524, -0.075515], [2.923764, -0.333181, -0.319748], [-0.947139, -1.408157, 0.698201], [-2.355375, -0.430725, -0.004436], [-2.203698, 1.180536, -0.178804], [-3.436302, -1.077529, -0.058178], [1.364501, -1.854521, -0.664539], [3.807824, -1.059276, -0.342659], [2.868614, 0.131925, -1.212695], [-1.956478, 1.789934, 0.586042], [-1.392913, 1.129775, -1.050612], [-3.168366, 1.449363, -0.571624]], "forces_ev_per_angstrom": [[1.000, 1.728, 0.100], [0.951, -1.157, 0.420], [-1.938, -2.860, -3.659], [1.030, 0.808, 0.562], [0.460, -2.894, 0.853], [0.579, 0.871, -0.263], [-2.834, -0.238, 2.322], [0.366, -5.164, -5.260], [4.214, 2.613, -0.461], [0.086, 1.728, 1.320], [-3.336, 2.178, 0.169], [0.025, -0.086, -0.294], [1.289, 1.243, 2.798], [-1.620, 0.945, 1.801], [-0.273, 0.286, -0.407]], "lowdin_charge": [0.035, 0.098, -0.646, -0.145, -0.027, 0.910, -0.637, -0.033, -0.057, 0.116, 0.146, 0.050, 0.014, 0.120, 0.059]}

***

Record 3
{"formula": "C3H7N3S", "method": "ωB97M-V/def2-TZVPD", "e_above_lowest_kcal_mol": 126.9, "homo_lumo_gap_ev": [7.9, 8.1], "energy_ha": -680.78008, "multiplicity": 1, "charge": 0, "largest_force_ev_per_a": 3.85, "e_lumo_ev": [-0.315, 0.381], "symbols": ["C", "C", "C", "N", "N", "N", "S", "H", "H", "H", "H", "H", "H", "H"], "coordinates": [[0.065711, -0.973453, -0.119635], [1.030295, -0.068133, 0.156223], [-1.300266, -0.785179, 0.598760], [3.406687, 0.864502, 0.316512], [-2.238627, -0.462340, -0.504642], [-2.404352, 0.895354, -0.681282], [2.674472, -0.290536, -0.418144], [0.225758, -1.518035, -1.030677], [1.128107, 0.603270, 0.928843], [-1.542434, -1.700673, 1.214097], [-1.344236, 0.004754, 1.241880], [4.384511, 1.026889, 0.455303], [-2.573115, 1.030583, -1.685602], [-1.512517, 1.372991, -0.471635]], "forces_ev_per_angstrom": [[-0.104, 2.887, 1.198], [0.570, -2.710, -1.250], [0.084, -2.577, -2.854], [-0.883, 1.540, 1.134], [-0.573, -0.780, 0.347], [1.543, -0.807, -0.397], [0.400, -0.756, -1.006], [-0.517, -0.936, 0.031], [-0.634, 1.633, 1.841], [-0.265, 0.732, -1.143], [0.695, 2.281, 2.028], [0.483, -0.791, -0.654], [-0.293, 0.073, 0.590], [-0.506, 0.213, 0.135]], "lowdin_charge": [-0.145, -0.410, -0.228, -0.410, -0.081, -0.015, 0.836, 0.090, 0.028, 0.123, 0.060, -0.018, 0.088, 0.082]}

***

Record 4
{"formula": "C3H7N3S", "method": "ωB97M-V/def2-TZVPD", "e_above_lowest_kcal_mol": 113.8, "smiles": "C/C=N\\N=C/NS", "homo_lumo_gap_ev": 8.7, "energy_ha": -680.80091, "multiplicity": 1, "charge": 0, "largest_force_ev_per_a": 7.68, "e_lumo_ev": 0.306, "symbols": ["C", "C", "N", "N", "C", "N", "S", "H", "H", "H", "H", "H", "H", "H"], "coordinates": [[-1.012753, -2.352274, -0.362104], [-0.851258, -1.395563, 0.662052], [-0.120125, -0.253114, 0.595838], [0.172054, 0.117402, -0.664172], [0.687279, 1.280014, -0.947505], [0.565521, 2.159313, 0.140162], [1.182105, 3.689896, 0.339165], [-0.342703, -1.993990, -1.248476], [-2.192801, -2.607545, -0.698522], [-0.799686, -3.480775, 0.249012], [-0.946290, -1.568121, 1.872861], [0.967824, 1.489620, -1.953777], [0.283829, 1.414883, 0.860016], [2.407004, 3.500252, 1.155451]], "forces_ev_per_angstrom": [[-2.214, -4.475, -1.388], [3.006, 4.450, 5.496], [-2.457, -2.033, 0.281], [1.380, -0.882, -3.714], [-2.006, -0.810, 3.557], [0.355, -1.797, -0.634], [1.724, -0.027, 1.379], [-1.292, -1.289, 1.430], [3.176, 1.144, 0.701], [-0.044, 3.177, -2.258], [-0.409, -0.192, -3.368], [0.348, 0.482, -0.375], [0.243, 2.219, 0.332], [-1.810, 0.031, -1.441]], "lowdin_charge": [-0.159, -0.256, -0.062, -0.087, -0.212, -0.505, 0.668, 0.087, 0.132, 0.150, 0.150, 0.105, 0.081, -0.093]}

***

Record 5
{"formula": "C3H7N3S", "method": "ωB97M-V/def2-TZVPD", "e_above_lowest_kcal_mol": 72.9, "smiles": "NC(=S)NN1CC1", "homo_lumo_gap_ev": 9.1, "energy_ha": -680.86613, "multiplicity": 1, "charge": 0, "largest_force_ev_per_a": 5.28, "e_lumo_ev": 0.729, "symbols": ["N", "C", "S", "N", "N", "C", "C", "H", "H", "H", "H", "H", "H", "H"], "coordinates": [[2.075542, 1.065315, 0.021723], [0.996191, 0.311483, -0.013165], [1.224947, -1.308036, -0.026010], [-0.133589, 1.068588, -0.232220], [-1.552347, 0.811799, 0.033228], [-2.104428, -0.364285, -0.658032], [-2.009279, -0.357573, 0.791572], [2.078192, 2.045505, 0.334596], [2.941177, 0.704157, 0.466538], [-0.101773, 2.108045, -0.018454], [-3.072877, -0.252670, -1.168921], [-1.292938, -0.816638, -1.307805], [-1.231616, -1.009206, 1.188060], [-2.941462, -0.008279, 1.440780]], "forces_ev_per_angstrom": [[4.090, 2.854, 1.732], [-1.730, 0.181, -0.373], [-0.701, -1.264, 0.175], [-1.428, 1.629, 1.164], [0.490, -0.111, -0.696], [0.446, 0.204, -2.406], [-0.681, 0.623, 1.967], [-0.906, -0.454, -0.587], [-1.174, -0.565, -0.999], [0.627, -2.027, -0.514], [0.514, 0.204, 0.288], [-1.276, -0.120, 1.222], [-0.413, 0.168, 0.396], [2.142, -1.322, -1.371]], "lowdin_charge": [0.022, -0.985, 0.629, -0.005, -0.103, -0.175, -0.168, 0.109, 0.110, 0.158, 0.099, 0.102, 0.058, 0.148]}

***

Record 6
{"formula": "C3H7N3S", "method": "ωB97M-V/def2-TZVPD", "e_above_lowest_kcal_mol": 22.3, "smiles": "[H]/N=C(\\CN)NC=S", "homo_lumo_gap_ev": 8.5, "energy_ha": -680.94662, "multiplicity": 1, "charge": 0, "largest_force_ev_per_a": 2.28, "e_lumo_ev": 0.203, "symbols": ["H", "N", "C", "C", "N", "N", "C", "S", "H", "H", "H", "H", "H", "H"], "coordinates": [[0.303363, -2.441901, -0.376185], [0.708062, -1.590500, -0.650507], [0.137718, -0.580772, -0.156943], [-0.896735, -0.599139, 0.924241], [-1.582048, 0.675843, 0.906883], [0.636771, 0.707245, -0.569162], [1.787244, 0.831055, -1.297897], [2.708578, 2.245200, -1.413059], [-0.392867, -0.727715, 1.920818], [-1.547208, -1.514609, 0.798638], [-2.134109, 0.751029, 1.755357], [-2.098681, 0.779042, 0.068611], [0.290455, 1.562768, -0.064098], [2.079456, -0.097547, -1.846696]], "forces_ev_per_angstrom": [[-0.673, -1.308, 0.652], [0.461, 1.006, -0.855], [1.527, 0.368, -0.525], [-0.237, -0.356, 0.461], [0.428, -0.309, 1.587], [-0.136, 0.474, 0.940], [0.745, 0.969, -0.430], [-1.375, -1.811, 0.163], [-0.266, 0.197, -0.933], [0.549, 0.816, -0.037], [-0.280, 0.335, -0.542], [-0.935, 0.215, -0.539], [0.489, -1.425, -0.632], [-0.297, 0.830, 0.689]], "lowdin_charge": [0.035, 0.145, -0.404, -0.223, -0.006, -0.017, -0.681, 0.526, 0.140, 0.128, 0.083, 0.070, 0.135, 0.067]}

***

Record 7
{"formula": "C3H7N3S2", "method": "ωB97M-V/def2-TZVPD", "e_above_lowest_kcal_mol": 53.2, "smiles": "CC(=S)NS/C=N\\N", "homo_lumo_gap_ev": 9.0, "energy_ha": -1079.08207, "multiplicity": 1, "charge": 0, "largest_force_ev_per_a": 2.22, "e_lumo_ev": 0.452, "symbols": ["C", "C", "S", "N", "S", "C", "N", "N", "H", "H", "H", "H", "H", "H", "H"], "coordinates": [[-2.382098, 1.013585, 0.040959], [-1.563076, -0.245512, 0.189504], [-2.067193, -1.661007, -0.366756], [-0.339351, 0.015791, 0.801797], [0.784025, -1.134871, 1.273386], [1.542593, -1.592280, -0.256704], [2.245076, -0.729292, -0.914521], [2.282767, 0.595588, -0.391856], [-2.479471, 1.587598, 0.976883], [-3.333510, 0.658072, -0.301154], [-1.940154, 1.478223, -0.848408], [0.178048, 0.921635, 0.558452], [1.580199, -2.628479, -0.540901], [2.387138, 0.667825, 0.606051], [3.105007, 1.053123, -0.826734]], "forces_ev_per_angstrom": [[0.244, -0.808, -0.377], [0.866, 1.137, 0.665], [-0.044, -0.987, -0.027], [0.973, 1.701, -0.635], [-0.413, -1.009, 0.491], [1.278, 1.636, -0.151], [-0.605, 0.135, 1.108], [0.936, -0.269, -1.960], [0.364, 0.064, -0.685], [-0.715, 0.154, 0.049], [-0.029, 0.812, 0.514], [-1.652, -1.426, 0.399], [-0.201, -0.148, -0.330], [-0.069, -0.519, 0.668], [-0.934, -0.471, 0.271]], "lowdin_charge": [-0.115, -0.969, 0.710, -0.411, 0.868, -0.471, -0.080, -0.053, 0.092, 0.045, 0.091, 0.108, 0.060, 0.032, 0.093]}

***

Record 8
{"formula": "C3H7N4", "method": "ωB97M-V/def2-TZVPD", "e_above_lowest_kcal_mol": 25.6, "smiles": "Cn1nc[nH]c1=[NH2+]", "homo_lumo_gap_ev": 10.9, "energy_ha": -337.26347, "multiplicity": 1, "charge": 1, "largest_force_ev_per_a": 6.18, "e_lumo_ev": -3.377, "symbols": ["C", "N", "N", "C", "N", "C", "N", "H", "H", "H", "H", "H", "H", "H"], "coordinates": [[-1.239623, -1.579462, 0.122882], [-0.046434, -0.726884, 0.036219], [1.257031, -1.173705, 0.145512], [2.011889, -0.178110, 0.144946], [1.353429, 1.042773, -0.100225], [-0.055666, 0.602080, -0.042075], [-0.895007, 1.576743, -0.233071], [-2.148794, -1.018490, -0.315046], [-1.081844, -2.484277, -0.476547], [-1.389668, -1.850157, 1.169877], [3.133422, -0.348703, 0.180343], [1.519454, 1.981984, 0.107227], [-0.562045, 2.592271, -0.473363], [-1.856146, 1.563943, -0.266684]], "forces_ev_per_angstrom": [[-0.790, 0.298, -0.643], [-0.738, 2.004, -0.124], [-1.501, -2.074, 0.415], [3.205, 1.939, -0.637], [-3.828, -4.817, 0.621], [4.907, 0.980, -1.064], [0.770, 3.874, -0.684], [1.553, -0.820, 0.819], [0.053, 0.328, 0.183], [-0.200, 0.038, -0.198], [-1.659, 0.706, 0.021], [1.108, 1.349, 0.470], [-0.441, -2.974, 0.712], [-2.439, -0.833, 0.108]], "lowdin_charge": [0.034, -0.082, 0.127, -0.139, 0.186, -0.270, 0.215, 0.127, 0.104, 0.101, 0.170, 0.128, 0.205, 0.095]}